A single C3H7N molecule in a non-equilibrium geometry, computed with wB97M-V/def2-TZVPD.

Results
energy above the lowest of the compared OMol25 structures with the same formula, charge and spin: 22.3 kcal per mole
charge: 0
LUMO energy: 0.045 Ha
frontier orbital gap: 10.611 eV
SMILES: C[C@H]1CN1
max |F|: 0.035 hartree/bohr
multiplicity: 1

Each line ends with the Mulliken charge.
Cartesian coordinates (Å):
C  0.8009  0.0608  1.0480  -1.10
C  -0.4659  -0.1928  0.2812  0.22
C  -0.6733  0.4630  -0.9938  -0.41
N  -0.5417  -1.0136  -0.9636  -0.59
H  1.6542  0.3257  0.3868  0.30
H  0.6264  0.9308  1.7840  0.26
H  1.1720  -0.8205  1.5554  0.30
H  -1.3515  -0.2219  0.9011  0.32
H  0.1636  1.0851  -1.3765  0.23
H  -1.7166  0.7590  -1.2806  0.23
H  0.3320  -1.3756  -1.3422  0.24